1.
The following is a DFT calculation (ωB97M-V/def2-TZVPD) of a structure of composition C38H53As3NO3Sb2Zn.

## Properties
LUMO level = -2.31 eV
charge = +1
ΔE to the lowest compared entry with this formula, charge and spin = 0.000 eV
E_HOMO = -0.3903 Eh

Last column: Löwdin charge in e.
Cartesian coordinates (Å):
Sb 0.249 -0.326 -1.863  1.455
Sb 0.066 -3.288 0.578  1.469
As -0.582 6.319 -0.434  1.165
As 1.235 1.653 1.649  1.089
As -2.342 1.519 1.568  1.110
Zn -1.568 -0.175 -0.018  0.321
O -3.279 -0.231 -1.195  -0.148
O -4.736 -1.804 -0.775  0.130
O -2.970 -1.566 0.487  -0.179
N -3.719 -1.228 -0.511  -0.535
C 0.685 3.514 1.270  -0.365
C -0.633 4.084 1.805  -0.658
C -1.889 3.399 1.241  -0.316
C 2.307 -0.808 -1.442  -0.339
C 2.104 -7.580 -0.683  -0.078
C -1.293 4.926 -1.633  -0.356
C 0.592 -5.764 -1.126  -0.141
C 0.436 -2.918 -5.364  -0.069
C -0.529 -4.756 3.226  -0.129
C 1.169 -6.970 -1.507  -0.082
C 1.894 -5.781 0.900  -0.128
C -0.210 -1.761 -3.354  -0.380
C -4.249 1.627 1.217  -0.268
C 0.953 -5.163 0.079  -0.405
C -0.715 5.573 1.412  -0.379
C 0.290 1.427 -3.063  -0.376
C -0.110 -2.591 4.913  -0.091
C -0.806 1.600 -3.908  -0.124
C -1.392 -2.494 -3.313  -0.132
C 0.097 -2.458 3.546  -0.144
C -0.906 2.747 -4.684  -0.066
C -0.740 -4.888 4.593  -0.075
C 1.273 2.409 -2.988  -0.134
C 2.467 -6.987 0.520  -0.076
C 1.831 1.750 3.519  -0.316
C 0.702 -1.970 -4.385  -0.118
C 1.170 3.550 -3.773  -0.094
C -2.419 1.130 3.469  -0.259
C 2.623 -2.108 -0.698  -0.351
C 1.970 -2.249 0.682  -0.392
C -1.657 -3.440 -4.296  -0.069
C 3.033 1.913 0.897  -0.315
C -0.105 -3.541 2.692  -0.400
C 0.082 3.720 -4.617  -0.084
C 1.326 5.995 -0.817  -0.341
C -0.740 -3.655 -5.316  -0.067
C -0.649 4.014 3.339  -0.064
C -0.530 -3.806 5.437  -0.082
H -4.699 0.649 1.384  0.036
H 2.548 -8.524 -0.975  0.107
H 0.886 -7.434 -2.444  0.106
H 0.084 6.111 1.931  0.070
H -0.549 2.986 3.685  0.034
H -4.707 2.343 1.897  0.044
H -1.755 2.872 -5.344  0.114
H 3.709 -2.115 -0.570  0.114
H -1.879 3.438 0.153  0.036
H 0.007 4.611 -5.228  0.114
H -2.578 -4.008 -4.258  0.113
H -2.765 3.957 1.577  0.091
H 1.943 4.308 -3.727  0.111
H 0.431 -1.502 3.148  0.073
H 2.384 -2.968 -1.332  0.091
H -2.359 4.772 -1.465  0.022
H -0.947 -4.394 -6.080  0.111
H -1.574 0.838 -3.973  0.102
H 2.989 2.051 -0.183  -0.002
H -0.761 3.974 -1.573  -0.001
H -1.070 -5.837 4.995  0.108
H 1.148 -3.079 -6.164  0.111
H -4.439 1.928 0.189  0.039
H 1.509 4.987 -1.192  -0.010
H 2.196 2.749 3.759  0.035
H 1.925 6.164 0.078  0.019
H 3.489 2.797 1.343  0.037
H -0.139 -5.290 -1.773  0.082
H 2.690 0.037 -0.869  0.013
H 2.787 -0.805 -2.422  0.062
H -1.581 4.422 3.737  0.096
H 2.135 2.279 -2.343  0.086
H 1.835 -1.266 1.141  0.001
H 0.175 4.593 3.760  0.096
H 0.688 3.570 0.178  0.042
H 0.060 -1.749 5.574  0.101
H 3.660 1.050 1.119  0.030
H 3.196 -7.464 1.163  0.107
H -1.174 5.312 -2.646  0.014
H -2.119 -2.334 -2.526  0.081
H -0.692 -3.910 6.502  0.106
H -0.686 -5.607 2.572  0.100
H 1.618 -1.390 -4.436  0.099
H 1.041 1.478 4.217  0.004
H -3.079 0.270 3.575  0.042
H -1.648 5.986 1.806  0.064
H 2.646 1.038 3.640  0.027
H 2.171 -5.328 1.847  0.101
H -1.443 0.875 3.877  0.010
H 1.502 4.148 1.625  0.082
H -2.835 1.980 4.003  0.043
H 1.648 6.710 -1.574  0.015
H 2.595 -2.840 1.351  0.058

2.
The following is a DFT calculation (ωB97M-V/def2-TZVPD) of a structure of composition C38H53CaN4OP2S in a non-equilibrium geometry.

## Properties
LUMO level = -2.39 eV
charge = +1
ΔE to the lowest compared entry with this formula, charge and spin = 1.286 eV
E_HOMO = -0.3417 Eh

Last column: Löwdin charge in e.
Cartesian coordinates (Å):
Ca -0.664 -0.305 0.345  0.930
S -3.896 3.408 1.995  1.122
P -0.563 0.215 -2.338  1.072
P 0.658 -0.230 2.754  1.032
O -2.507 -3.539 0.833  0.115
N 1.016 -1.481 -0.697  -0.095
N 1.135 1.438 0.160  0.017
N -2.483 1.530 0.823  0.013
N -1.285 3.472 1.569  0.106
C -4.712 1.962 1.439  -0.459
C 0.131 0.054 5.488  -0.093
C -4.238 -0.189 0.354  -0.042
C 2.995 -0.839 4.156  -0.104
C 1.828 -0.988 -1.546  -0.426
C -3.811 1.060 0.839  -0.326
C -0.586 -0.424 4.211  -0.653
C 4.394 -3.584 -2.574  -0.072
C -1.110 -2.578 -2.635  -0.106
C 2.715 2.989 1.093  -0.021
C -2.423 2.746 1.364  -0.697
C -0.965 2.921 -1.843  -0.106
C -0.847 -1.311 -3.481  -0.647
C 3.279 -2.952 -2.011  -0.050
C -1.836 0.442 3.944  -0.099
C 4.074 -0.814 -2.800  -0.035
C -1.045 -1.906 4.274  -0.089
C 1.357 0.486 -2.085  -0.275
C 2.815 2.439 -1.243  -0.016
C 0.407 -1.528 -4.344  -0.078
C 3.096 -1.569 -2.134  -0.198
C 1.163 1.580 2.605  -0.256
C 3.274 3.213 -0.169  -0.028
C -6.507 0.421 1.054  -0.070
C 5.201 -1.443 -3.346  -0.077
C -5.603 -0.498 0.493  -0.062
C 3.166 -0.970 1.654  -0.069
C -2.921 1.615 -2.756  -0.091
C 1.716 2.020 1.240  -0.339
C -6.067 1.663 1.527  -0.075
C 1.772 1.521 -1.044  -0.289
C 1.874 -2.754 2.894  -0.092
C -1.383 1.828 -2.857  -0.663
C 2.254 -1.256 2.880  -0.656
C -0.834 2.142 -4.261  -0.090
C -1.901 -2.566 0.929  0.010
C -2.089 -1.043 -4.345  -0.094
C 5.369 -2.829 -3.241  -0.082
H -0.478 3.266 0.984  0.079
H 0.249 2.178 2.777  0.057
H -3.375 1.405 -3.731  0.075
H 0.968 0.746 5.295  0.064
H -1.638 3.792 -1.916  0.099
H 2.519 -3.511 -1.466  0.106
H 0.887 -0.593 -4.668  0.070
H -5.964 -1.468 0.144  0.112
H -3.001 -0.999 -3.732  0.076
H 3.048 3.550 1.966  0.118
H -1.438 4.427 1.838  0.102
H -3.491 -0.880 -0.078  0.069
H 3.962 0.267 -2.889  0.092
H -1.133 -2.359 3.271  0.028
H 1.804 0.699 -3.064  0.084
H -7.573 0.159 1.118  0.116
H -1.604 1.489 3.709  0.064
H -1.998 -0.123 -4.939  0.070
H 4.501 -4.665 -2.487  0.104
H -3.408 2.514 -2.351  0.083
H -0.367 -2.706 -1.837  0.033
H -0.383 -2.531 4.889  0.076
H -0.576 0.602 6.133  0.085
H 1.423 -3.067 3.843  0.065
H 2.442 -1.082 5.072  0.064
H 3.955 -1.377 4.210  0.094
H 2.798 -0.153 1.027  0.041
H -2.213 -1.882 -5.047  0.095
H -1.037 -3.459 -3.292  0.098
H 4.181 -0.699 1.980  0.092
H 0.126 -2.089 -5.249  0.093
H -0.074 1.429 -4.630  0.060
H -2.459 0.034 3.137  0.067
H -1.645 2.181 -4.999  0.080
H 3.242 -1.845 0.995  0.075
H 3.264 2.543 -2.236  0.119
H -1.050 2.547 -0.818  0.010
H 0.066 3.271 -2.001  0.078
H 3.224 0.238 4.152  0.077
H 1.148 -2.133 -3.804  0.075
H 0.511 -0.789 6.083  0.080
H 1.842 1.837 3.431  0.079
H -2.103 -2.577 -2.170  0.066
H 4.055 3.968 -0.324  0.122
H 6.252 -3.316 -3.666  0.107
H -3.186 0.793 -2.071  0.044
H -2.466 0.446 4.848  0.099
H 1.176 -2.994 2.078  0.067
H 2.775 -3.368 2.748  0.096
H -2.049 -1.966 4.726  0.094
H -0.347 3.130 -4.252  0.082
H -6.738 2.407 1.949  0.115
H 5.966 -0.851 -3.855  0.105

3.
The following is a DFT calculation (ωB97M-V/def2-TZVPD) of a structure of composition C38H54AuClN8O4 in a non-equilibrium geometry.

## Properties
LUMO level (alpha / beta) = -5.71 / -7.91 eV
charge = +2
ΔE to the lowest compared entry with this formula, charge and spin = 0.817 eV
2S+1 = 3
⟨S²⟩ = 2.051
E_HOMO (alpha / beta) = -0.4503 / -0.4641 Eh

Last column: Löwdin charge in e.
Cartesian coordinates (Å):
Au -0.303 0.613 1.420  1.205
Cl -2.032 -1.473 2.621  0.685
O -3.242 -1.528 1.884  -0.293
O -0.904 -1.402 1.594  -0.494
O -1.925 -0.251 3.360  -0.345
O -1.813 -2.613 3.407  -0.237
N 2.153 1.117 -2.430  -0.125
N 0.377 2.526 1.120  -0.048
N 0.849 -2.575 -0.761  0.188
N 4.239 0.347 -1.760  -0.156
N 2.260 -0.262 -0.602  0.127
N -2.091 1.688 0.473  0.046
N 1.231 -4.503 -2.009  -0.124
N -0.743 -3.295 -2.279  -0.119
C -0.475 3.447 0.641  -0.181
C -1.871 3.014 0.454  -0.186
C 5.011 1.564 -1.961  -0.055
C 1.287 5.108 0.569  -0.120
C -3.327 1.214 0.408  -0.063
C 2.134 4.126 1.095  0.032
C 0.728 1.319 -2.236  -0.048
C 1.301 -2.811 0.455  -0.229
C 1.822 6.473 0.193  -0.552
C -5.201 5.282 -1.114  -0.028
C 0.716 -5.836 -2.314  -0.032
C 2.249 -1.937 1.144  -0.040
C -0.034 4.728 0.349  0.077
C 1.246 -4.297 2.406  -0.034
C 2.646 -4.490 -1.670  -0.022
C 2.189 -3.514 3.044  0.033
C 3.678 -1.592 3.107  -0.008
C -4.427 2.048 0.289  0.054
C 2.681 1.503 -3.732  -0.036
C 3.735 -0.008 1.302  -0.051
C -2.927 3.893 0.320  0.069
C 0.710 7.493 -0.060  -0.048
C -1.792 -2.471 -1.704  -0.017
C 4.175 -0.435 2.543  -0.048
C 1.653 2.863 1.342  -0.073
C -5.388 4.417 0.144  -0.555
C 2.878 0.395 -1.539  -0.356
C 0.815 -3.965 1.148  0.011
C -5.356 5.307 1.401  -0.025
C -4.244 3.426 0.239  -0.117
C 2.744 7.006 1.302  -0.031
C 2.706 -2.346 2.433  -0.162
C 2.628 6.280 -1.107  -0.023
C 0.422 -3.475 -1.637  -0.337
C -1.044 -3.837 -3.594  -0.031
C -6.750 3.725 0.074  -0.052
C 2.773 -0.730 0.566  -0.251
C 5.017 -0.839 -1.459  -0.034
H -0.732 5.437 -0.071  0.112
H 3.180 -5.063 -2.427  0.103
H 3.677 6.446 1.362  0.081
H -6.201 5.995 1.370  0.099
H 5.582 -0.745 -0.527  0.090
H 2.843 -4.944 -0.694  0.099
H 4.363 -1.705 -1.383  0.076
H 3.446 5.571 -0.965  0.082
H 1.160 8.452 -0.310  0.097
H 0.169 0.790 -3.013  0.094
H -5.439 4.699 2.303  0.099
H 0.074 7.211 -0.902  0.085
H -4.441 5.897 1.466  0.082
H -1.787 -4.635 -3.538  0.101
H -5.412 1.607 0.259  0.123
H -5.186 4.665 -2.015  0.097
H 0.844 -5.174 2.897  0.127
H 5.724 -1.010 -2.273  0.102
H -2.726 -3.035 -1.678  0.106
H 1.101 -6.186 -3.272  0.103
H 2.292 2.080 1.730  0.101
H 4.044 -1.933 4.066  0.124
H -0.145 -4.206 -4.076  0.094
H 2.247 6.967 2.272  0.100
H -1.949 -1.573 -2.308  0.095
H 4.134 0.906 0.877  0.111
H 1.051 -6.530 -1.538  0.102
H 4.922 0.145 3.071  0.119
H 1.850 1.580 -4.430  0.093
H 3.023 -3.470 -1.669  0.076
H -4.281 5.867 -1.077  0.080
H 3.171 4.335 1.312  0.126
H 2.553 -3.791 4.025  0.130
H 4.380 2.441 -1.831  0.083
H -6.819 3.038 -0.771  0.093
H -3.443 0.140 0.478  0.101
H -2.734 4.955 0.321  0.118
H 3.002 8.044 1.098  0.097
H 0.050 -4.557 0.660  0.133
H 0.090 7.640 0.826  0.100
H -0.368 -5.850 -2.333  0.084
H 0.439 0.925 -1.266  0.032
H -6.034 5.980 -1.197  0.097
H 3.375 0.750 -4.101  0.101
H 0.485 2.384 -2.300  0.091
H -6.969 3.184 0.996  0.096
H 5.475 1.597 -2.950  0.096
H -1.465 -3.041 -4.211  0.100
H -1.525 -2.186 -0.693  0.060
H 3.055 7.234 -1.418  0.100
H 3.190 2.468 -3.708  0.084
H 5.811 1.608 -1.215  0.095
H 1.987 5.916 -1.912  0.092
H -7.522 4.482 -0.056  0.097

4.
The following is a DFT calculation (ωB97M-V/def2-TZVPD) of a structure of composition C38H54Cl3O2P3PdSi in a non-equilibrium geometry.

## Properties
LUMO level (alpha / beta) = -4.41 / -8.95 eV
charge = +2
ΔE to the lowest compared entry with this formula, charge and spin = 0.061 eV
2S+1 = 5
⟨S²⟩ = 6.014
E_HOMO (alpha / beta) = -0.4094 / -0.5178 Eh

Last column: Löwdin charge in e.
Cartesian coordinates (Å):
Pd 0.603 0.328 0.140  0.405
Cl 5.699 -0.048 0.136  0.696
Cl 5.640 2.619 1.253  0.712
Cl 6.425 2.195 -1.502  0.714
P -1.369 1.785 0.161  1.043
P 0.622 -0.437 2.671  1.088
P 0.697 -0.682 -2.533  1.169
Si -1.014 -1.432 0.063  0.596
O 3.545 3.064 -1.181  0.170
O 2.844 1.146 -0.156  -0.004
C -2.592 0.802 -0.782  -0.366
C 1.237 0.155 5.441  -0.085
C -0.516 -4.149 -0.799  -0.064
C -4.500 -0.769 -2.093  -0.043
C 3.461 -1.061 -2.662  -0.093
C 2.269 -0.526 -3.460  -0.514
C 3.445 2.051 -0.622  -0.600
C 2.435 -2.251 1.614  -0.103
C -1.029 0.775 4.591  -0.104
C -3.431 -1.363 -1.444  -0.090
C -0.604 -1.771 2.827  -0.370
C 2.244 -1.285 2.780  -0.529
C -0.751 -2.439 4.047  -0.076
C 1.117 -3.402 -2.910  -0.088
C -1.698 -3.436 4.194  -0.038
C -1.472 3.340 2.469  -0.106
C 0.085 -5.116 -1.590  -0.034
C -0.331 -2.785 -1.043  -0.274
C -0.417 -1.065 -5.040  -0.073
C -2.370 -3.129 1.914  -0.087
C -3.679 3.041 1.294  -0.077
C -4.617 0.616 -2.095  -0.039
C 0.490 3.838 -0.156  -0.115
C -3.675 1.392 -1.442  -0.101
C 5.595 1.632 -0.137  -1.649
C 2.507 0.919 -3.918  -0.080
C -0.684 3.160 -0.880  -0.518
C -1.638 4.239 -1.401  -0.080
C 0.502 -2.424 -2.122  -0.373
C -2.527 -3.770 3.130  -0.042
C -2.319 2.408 1.601  -0.514
C -1.071 1.095 -3.923  -0.083
C -0.713 -0.373 -3.703  -0.475
C -2.467 -0.598 -0.775  -0.301
C -1.398 -2.136 1.735  -0.286
C 0.442 0.605 4.206  -0.505
C 3.399 -0.284 2.845  -0.117
C 0.900 -4.744 -2.650  -0.040
H -0.071 -6.164 -1.374  0.121
H 3.404 -2.743 1.709  0.093
H -1.795 -3.948 5.142  0.120
H 3.326 0.417 3.674  0.063
H -0.100 -2.101 -4.930  0.073
H 2.424 -1.723 0.653  0.048
H 1.666 -3.025 1.583  0.079
H 2.329 1.640 -3.117  0.063
H 4.305 -1.209 -3.336  0.103
H -3.791 2.466 -1.460  0.092
H 3.544 1.030 -4.235  0.097
H -0.281 2.605 -1.735  0.071
H 3.260 -2.008 -2.163  0.072
H -3.337 -2.444 -1.467  0.110
H -0.211 1.690 -4.228  0.072
H -1.380 -0.083 5.162  0.083
H -1.510 1.539 -3.036  0.035
H -1.688 0.880 3.733  0.044
H -3.019 -3.402 1.090  0.108
H -1.128 -4.466 0.035  0.096
H 1.763 -3.134 -3.734  0.106
H -4.110 3.381 2.237  0.097
H 4.343 -0.818 2.950  0.089
H -0.448 2.986 2.600  0.058
H 3.766 -0.345 -1.900  0.026
H -3.283 -4.534 3.249  0.119
H -3.601 3.908 0.642  0.071
H -4.378 2.331 0.857  0.074
H -1.549 -0.877 -3.215  0.091
H -2.442 3.845 -2.017  0.063
H 1.097 3.139 0.427  0.044
H -2.512 1.478 2.146  0.087
H -5.240 -1.378 -2.594  0.119
H 1.047 0.881 6.233  0.099
H 0.135 4.609 0.523  0.076
H 2.181 -1.860 3.712  0.120
H -2.068 4.815 -0.583  0.075
H -5.445 1.091 -2.602  0.120
H 0.327 -0.521 -5.622  0.085
H 1.140 4.319 -0.887  0.087
H 2.312 0.117 5.293  0.061
H -1.433 4.338 2.035  0.080
H -1.139 1.661 5.217  0.095
H 1.369 -5.494 -3.271  0.121
H 0.912 -0.813 5.815  0.070
H -1.811 1.162 -4.722  0.100
H -0.122 -2.196 4.891  0.093
H 2.109 -1.151 -4.345  0.102
H 3.442 0.299 1.925  0.020
H 0.835 1.577 3.887  0.094
H 1.877 1.193 -4.762  0.072
H -1.344 -1.066 -5.615  0.102
H -1.925 3.433 3.455  0.089
H -1.072 4.936 -2.021  0.095